This record from OMol25 describes a molecular structure, C7H11F8N5O3SZr at a distorted geometry. The level of theory is the ωB97M-V functional and the def2-TZVPD basis.

```
36
Properties=species:S:1:pos:R:3:forces:R:3:nbo_charge:R:1
H -0.30059 3.27113 0.23880 -1.195 -1.684 0.046 0.433
H -1.10981 -3.53929 -1.91095 -0.479 0.477 -0.263 0.268
N -1.26556 -0.36663 0.35928 -0.229 -1.955 -0.394 -0.934
H -0.99846 2.75128 -2.96707 0.348 0.913 0.796 0.415
F 1.31417 -1.60716 5.59598 1.093 1.369 -1.958 -0.272
H -0.59013 -2.82952 -0.44829 -0.753 0.219 -0.306 0.228
C 1.70171 -0.00259 -0.39758 4.388 -2.137 -1.515 0.150
C -1.03840 1.99906 -1.11177 0.449 2.657 1.251 0.678
F 1.91601 -0.97947 -1.30488 -0.913 0.952 0.558 -0.270
C 2.60450 1.21232 -0.76542 -0.021 1.544 -1.306 0.912
N -1.72491 -1.52244 -1.66217 0.114 2.411 -0.361 -0.334
F 2.76157 0.10807 5.34660 -2.007 -1.592 -1.338 -0.291
N -1.55893 0.83584 -1.61885 0.062 0.855 -0.787 -0.593
H -1.23960 -1.74466 -3.76804 -0.334 0.030 1.013 0.245
F 2.31502 -0.58046 0.87333 -1.154 1.337 -1.015 -0.353
C 1.94929 -0.81271 4.67523 1.251 0.661 2.907 0.796
O -0.24643 0.72120 4.89206 0.165 -0.282 0.074 -0.785
F 2.26211 2.22432 0.17106 -0.424 -0.966 0.300 -0.339
H -1.76677 0.92913 -2.64239 0.257 -0.748 1.556 0.454
H -0.09610 3.67819 -1.82487 0.033 0.392 0.163 0.442
H -2.32661 -3.25793 -0.62928 0.015 0.007 -0.126 0.249
N -0.83060 3.01296 -1.97783 -1.010 -2.331 -1.715 -0.723
F 2.11768 1.68545 -1.93851 -0.278 -0.391 0.377 -0.309
C -2.09499 -1.51893 -3.07399 0.731 0.538 -1.507 -0.423
S 0.56312 0.21617 3.85969 0.365 1.152 -1.031 2.253
C -1.56133 -0.39027 -0.95176 0.288 -1.763 -0.160 0.692
O 1.19103 1.31410 2.94470 -0.083 -0.851 0.539 -0.966
Zr 0.38251 0.77435 1.05178 -0.743 -0.475 4.436 2.281
H -2.44559 -0.52726 -3.44333 -0.442 -1.094 0.446 0.201
F 2.73127 -1.49939 3.87897 -0.992 0.178 -0.084 -0.260
H -1.40842 -1.32052 0.81563 0.148 1.706 -0.678 0.456
C -1.46335 -2.83574 -1.14907 1.262 -1.121 1.778 -0.451
N -0.75005 2.29276 0.19861 0.719 0.772 -2.016 -0.909
F 3.89426 1.23023 -0.87002 -0.159 -0.944 0.607 -0.227
O -0.09358 -0.58464 2.76873 0.017 -0.227 -0.089 -0.972
H -2.79408 -2.33695 -3.21436 -0.490 0.390 -0.197 0.261
```
Positions in Å, forces in eV/Å.

Properties
Net charge: +2
Orbital gap (eV): 9.5960
Lowest unoccupied orbital energy (eV): -7.93
Total energy (a.u.): -2016.48872



This record from OMol25 describes a molecular structure, C7H11GaNP at a distorted geometry. The level of theory is the ωB97M-V functional and the def2-TZVPD basis.

```
21
Properties=species:S:1:pos:R:3:forces:R:3:nbo_charge:R:1
C -1.44519 1.67791 -2.14893 1.580 -1.026 0.387 -0.349
H 0.42329 1.46589 3.88365 -0.012 -0.049 0.105 0.282
C -0.56423 2.72275 -1.79306 1.522 -0.462 0.655 -0.301
H -2.50796 1.66433 -2.08749 -0.637 0.300 -0.165 0.191
H -0.47767 -3.62755 1.43258 0.060 -0.965 -1.654 0.123
H 1.71526 2.65490 -1.45528 -0.121 0.286 -0.222 0.192
P -0.30128 -3.65686 -0.03953 -1.284 -0.447 -0.010 -0.196
H 1.38649 0.01150 4.30319 -0.263 0.198 -0.206 0.271
C -0.67254 0.48743 -2.38780 1.103 1.971 0.905 -0.362
C 0.45745 0.37724 3.83777 0.183 0.023 0.885 -0.737
H 1.51432 0.11631 -2.23658 0.887 -0.335 -0.354 0.191
C 0.80533 2.17756 -1.79528 -1.619 0.017 -0.128 -0.362
H -0.81504 3.73966 -1.39887 0.108 -1.041 -0.702 0.193
H -0.38996 -0.05367 4.38815 0.175 0.221 -0.190 0.270
Ga 0.92129 -1.75503 -0.13567 2.968 3.147 -1.210 0.512
C 0.73993 0.83799 -2.20613 -2.195 0.267 0.714 -0.342
H -1.48998 -3.68187 -0.90142 0.795 -1.010 0.987 0.118
H -1.02465 -0.50404 -2.51150 -0.474 -0.741 -0.645 0.174
C 0.40117 -0.03407 2.46820 -0.169 -0.989 -3.053 0.460
H 0.96679 -4.22122 -0.57569 -1.978 -0.260 0.802 0.145
N 0.35719 -0.39915 1.35969 -0.630 0.897 3.101 -0.474
```
Positions in Å, forces in eV/Å.

Properties
ΔE to the lowest compared entry with this formula, charge and spin (kJ/mol): 136.3
Orbital gap (alpha / beta) (eV): 4.3442 / 4.3476
Lowest unoccupied orbital energy (alpha / beta) (eV): -1.01 / -1.01
Total energy (a.u.): -2593.95664



This record from OMol25 describes a gas-phase ion, C7H11INO3S (charge -1) at a distorted geometry. The level of theory is the ωB97M-V functional and the def2-TZVPD basis.

```
24
Properties=species:S:1:pos:R:3:forces:R:3:nbo_charge:R:1
C -1.27055 -0.67176 -0.89293 -0.177 0.122 3.148 -0.051
H -1.20202 -2.85043 -0.97260 0.041 -0.477 -0.577 0.203
C 1.57453 1.39728 0.02830 0.801 -0.256 2.045 -0.035
O 3.92431 1.09419 1.29134 0.851 0.066 1.725 -0.963
H -1.20092 -2.32403 0.66093 -0.744 0.298 0.623 0.195
H 0.19837 -0.75155 1.57739 -0.002 0.388 -0.162 0.208
S 3.38117 1.00530 -0.03055 -2.180 1.452 -1.595 1.414
C -2.68994 -0.18144 -0.95723 -0.674 -1.285 -1.422 -0.604
C 0.54124 0.91734 -0.93971 0.494 -0.767 -0.131 0.642
O 2.38263 2.49382 -0.12286 0.351 1.169 -0.946 -0.704
H -3.11224 -0.85585 -1.73143 -0.423 0.572 0.235 0.196
H -0.95252 -0.71881 -1.87535 1.004 0.369 -1.971 0.227
N -0.42409 0.28078 -0.18404 0.905 0.802 -0.792 -0.431
H 0.19535 -1.95245 -0.22745 -0.282 -0.765 -0.530 0.260
H -3.32299 -0.28018 -0.10669 -0.158 -0.218 1.089 0.195
H -1.14437 0.45514 1.82355 1.878 -0.165 -0.741 0.177
H 1.67112 0.98952 2.13828 1.465 -0.317 1.580 0.243
H 0.52064 2.33780 1.65103 0.816 -1.802 -0.015 0.203
C -0.13043 0.25524 1.26656 -2.587 -0.650 0.157 -0.207
H -2.77383 0.84400 -1.29621 0.274 0.146 -0.233 0.216
I 3.16547 -1.63981 -0.05415 -0.007 -1.877 -0.040 -0.670
O 0.61481 0.92933 -2.16423 -0.348 0.281 0.763 -0.629
C 0.95463 1.27394 1.45043 -1.896 2.436 -2.380 -0.446
C -0.90036 -2.04737 -0.33236 0.596 0.477 0.171 -0.640
```
Positions in Å, forces in eV/Å.

Properties
ΔE to the lowest compared entry with this formula, charge and spin (kJ/mol): 0.0
Net charge: -1
Orbital gap (eV): 7.4216
Lowest unoccupied orbital energy (eV): 3.15
Total energy (a.u.): -1249.72520



This record from OMol25 describes C7H11N in the gas phase at a distorted geometry. The level of theory is the ωB97M-V functional and the def2-TZVPD basis.

```
19
Properties=species:S:1:pos:R:3:forces:R:3:nbo_charge:R:1
H 0.08374 2.36008 1.96476 -0.004 0.472 -0.496 0.202
H -0.60879 -2.18646 2.35370 -0.274 0.390 -0.029 0.193
C 0.27298 1.23614 0.19709 0.017 3.203 3.187 0.045
H -1.53528 -1.10165 -1.13877 -0.787 0.953 -0.168 0.179
H 1.94371 -0.21019 0.62040 -1.589 0.295 -0.516 0.248
H 0.87157 1.55247 -1.81870 -2.106 0.057 0.808 0.220
H 0.90272 0.03876 1.92189 -0.140 0.917 0.682 0.229
C -0.10477 -1.03674 0.58164 -4.244 -3.644 -0.428 0.051
H -1.72575 -2.49643 0.87384 1.556 0.734 0.377 0.197
C -0.49166 -1.17988 -0.89800 1.766 -3.003 1.332 -0.291
H -0.95631 1.05924 -1.44480 -1.557 1.114 -0.931 0.189
C 0.06137 0.97175 -1.20844 3.370 1.790 -1.996 -0.284
H 0.45856 -0.41066 -2.45629 0.158 -0.614 -3.389 0.356
C 0.84543 0.03023 0.84550 2.445 -0.701 2.302 -0.513
C -0.84619 -1.92731 1.32112 0.987 0.963 0.010 -0.417
N 0.47800 -0.34893 -1.50871 -0.305 -0.821 0.836 -0.603
C -0.04811 2.40298 0.87751 1.274 -4.775 -0.145 -0.406
H -0.61320 3.13639 0.41426 -0.740 1.582 -0.746 0.195
H -0.30133 -2.28200 -1.02790 0.174 1.088 -0.692 0.210
```
Positions in Å, forces in eV/Å.

Properties
SMILES string: C=C1CNCC(=C)C1
ΔE to the lowest compared entry with this formula, charge and spin (kJ/mol): 347.3
Orbital gap (eV): 9.5960
Lowest unoccupied orbital energy (eV): 0.91
Total energy (a.u.): -327.95569



This record from OMol25 describes C7H11N in the gas phase at a distorted geometry. The level of theory is the ωB97M-V functional and the def2-TZVPD basis.

```
19
Properties=species:S:1:pos:R:3:forces:R:3:nbo_charge:R:1
H -0.99748 -1.72682 2.12064 -0.027 -0.052 0.032 0.219
C 0.68290 -0.18761 -1.28454 -0.605 -0.468 -0.083 -0.156
H -1.67877 0.44659 1.14981 -0.201 -0.146 -0.255 0.221
H 1.46142 2.18816 -0.08690 0.005 0.025 0.021 0.223
H 0.82932 -1.89341 -2.47475 0.187 0.082 -0.212 0.205
H 1.56126 0.28541 -1.70274 0.001 -0.006 -0.273 0.212
C -0.27344 -1.13747 1.56211 0.073 0.040 -0.074 -0.619
C 0.92104 1.49670 0.55881 -0.027 -0.088 -0.012 -0.587
C -0.99765 -0.20629 0.60173 -0.223 -1.079 -1.152 -0.374
C -0.06164 0.65344 -0.26883 0.397 -0.162 0.585 -0.217
C 0.26715 -1.37568 -1.71306 1.117 -0.326 0.028 -0.377
N -1.55558 2.27360 -1.64746 -0.298 0.368 -0.265 -0.324
H -0.47643 -2.02113 -1.26739 -0.383 0.469 0.009 0.197
H 0.38256 2.06804 1.31352 0.024 0.058 0.022 0.221
H -1.52434 -0.86952 -0.16984 -0.026 1.191 1.437 0.214
H 0.33246 -0.59038 2.27980 0.057 0.037 0.108 0.206
H 1.64459 0.85163 1.05231 0.025 -0.033 0.033 0.218
C -0.89324 1.56667 -1.03850 -0.128 0.089 -0.055 0.305
H 0.37585 -1.82194 1.01528 0.033 -0.001 0.106 0.213
```
Positions in Å, forces in eV/Å.

Properties
SMILES string: C=C[C@@](C)(C#N)CC
ΔE to the lowest compared entry with this formula, charge and spin (kJ/mol): 125.9
Orbital gap (eV): 11.1517
Lowest unoccupied orbital energy (eV): 0.80
Total energy (a.u.): -328.04001



This record from OMol25 describes 2 unconnected molecules or ions with the total composition C7H11N at a distorted geometry. The level of theory is the ωB97M-V functional and the def2-TZVPD basis.

```
19
Properties=species:S:1:pos:R:3:forces:R:3:nbo_charge:R:1
H -0.78077 1.88669 -2.39858 0.785 -0.438 1.587 0.360
C -0.38510 -1.85928 -0.47134 0.893 0.091 1.340 -0.239
C -0.48577 -0.47512 1.47238 -0.933 -2.017 2.516 -0.228
H 1.20891 0.59264 2.01752 0.170 -0.436 -1.130 0.213
H -0.01346 3.03829 0.41602 -1.436 -0.658 -2.569 0.193
C -0.75467 2.75357 -0.49709 -1.033 1.941 1.209 -0.440
H -0.27865 0.79113 -1.05743 0.222 3.096 -2.042 0.371
H -2.09911 -1.60663 0.86872 -1.542 -0.893 0.128 0.209
C 1.57936 -0.46529 0.19297 -1.837 -4.573 -3.223 -0.219
N -0.18928 1.82444 -1.52346 -1.643 -2.449 1.989 -0.848
H -1.12551 3.65802 -1.06506 1.302 -0.333 0.643 0.191
C -1.10859 -1.37413 0.65619 1.911 0.727 -2.036 -0.208
H 2.56624 -0.26985 0.01518 2.294 0.963 -0.177 0.221
C 0.98145 -1.54371 -0.59437 -1.736 1.887 0.706 -0.186
H -0.83298 -2.63022 -1.07552 0.039 -0.053 -0.321 0.214
H 1.49119 -2.03199 -1.37048 0.951 -0.397 -0.888 0.208
H -1.00512 -0.59092 2.55214 1.555 1.722 -2.294 0.225
C 0.83703 -0.07309 1.19356 -1.713 2.932 5.439 -0.209
H -1.78801 2.61408 0.04792 1.753 -1.114 -0.877 0.170
```
Positions in Å, forces in eV/Å.

Properties
SMILES string: c1ccccc1.CN
ΔE to the lowest compared entry with this formula, charge and spin (kJ/mol): 269.0
Orbital gap (eV): 10.0973
Lowest unoccupied orbital energy (eV): 0.99
Total energy (a.u.): -327.98553



The lowest total energy belongs to which entry?
C7H11GaNP



total energy of number 6 (C7H11N)?
-327.98553 a.u.



Which formula does entry 5 have?
C7H11N



Look up the total energy of the first one.
-2016.48872 a.u.